Record 1
A structure of composition C18H45N3O6Rb at a distorted geometry, computed with ωB97M-V/def2-TZVPD.

Geometry as XYZ:
```
73
Properties=species:S:1:pos:R:3:forces:R:3
Rb 0.569 0.818 2.892 0.2 0.0 -0.2
C 10.430 0.879 4.546 -0.9 -0.1 -0.5
O 8.986 0.978 4.395 1.1 0.2 1.3
C 8.541 0.754 3.081 1.0 1.1 0.8
C 7.005 0.824 2.955 1.1 -1.3 -2.1
N 6.389 -0.509 2.985 -0.6 0.1 1.0
C 6.298 -0.913 4.397 0.3 -1.3 -0.9
C 5.860 -2.371 4.563 -0.3 1.2 1.2
O 4.469 -2.403 4.370 -1.0 -1.1 -1.4
C 3.959 -3.701 4.049 0.0 0.0 0.8
H 10.718 1.063 5.581 -0.4 -0.1 -0.1
H 10.988 1.571 3.915 -0.3 0.5 -0.1
H 10.770 -0.104 4.218 -0.1 -0.3 0.2
H 9.052 -0.150 2.748 -0.8 -0.9 -0.3
H 9.058 1.484 2.459 -0.4 0.6 -0.4
H 6.891 1.097 1.906 -0.3 0.7 0.0
H 6.476 1.530 3.595 0.4 -0.1 0.1
H 7.060 -1.138 2.567 0.0 -0.1 -0.4
H 5.549 -0.255 4.838 0.4 -0.1 0.6
H 7.314 -0.854 4.787 -0.2 0.4 0.9
H 5.985 -2.664 5.605 0.6 -0.1 0.2
H 6.463 -3.051 3.960 -0.3 -0.1 -0.5
H 3.799 -4.307 4.941 0.2 0.0 0.5
H 4.641 -4.295 3.441 0.0 0.3 -0.4
H 2.959 -3.627 3.622 0.2 0.3 -0.4
C 2.097 3.907 -0.502 -1.1 -0.5 0.2
O 2.283 2.618 -1.074 -0.2 -0.1 -1.5
C 1.863 2.451 -2.497 0.8 -0.7 0.7
C 2.150 0.977 -2.936 0.7 2.4 1.3
N 1.021 0.120 -2.637 0.3 2.2 1.2
C 1.313 -1.228 -2.934 0.0 -1.1 -1.8
C 2.539 -1.842 -2.328 -0.6 -1.8 -0.1
O 2.527 -3.243 -2.724 -2.0 1.1 -0.3
C 3.743 -3.866 -2.506 0.0 0.1 -0.1
H 2.591 4.760 -0.967 0.2 -0.3 -0.3
H 2.370 3.863 0.552 0.6 -0.2 -0.1
H 1.028 4.105 -0.435 -0.3 0.4 -0.4
H 2.470 3.077 -3.151 0.1 0.4 0.3
H 0.810 2.686 -2.655 -0.1 0.2 0.3
H 3.094 0.794 -2.423 -0.2 -0.7 0.3
H 2.432 1.003 -3.988 -0.2 -0.2 -0.5
H 0.442 0.441 -3.401 -1.1 -0.3 0.4
H 1.501 -1.134 -4.004 0.0 -1.5 -0.6
H 0.449 -1.857 -2.716 0.0 -0.1 -0.2
H 2.401 -1.893 -1.248 0.7 0.7 0.4
H 3.434 -1.356 -2.716 0.2 0.0 0.5
H 4.360 -3.440 -3.298 1.2 -0.2 0.6
H 3.691 -4.946 -2.643 -0.4 0.1 -0.2
H 3.973 -3.707 -1.453 1.1 0.2 0.0
C -9.153 -2.628 -3.466 -0.9 0.6 -0.2
O -9.414 -1.232 -3.504 2.1 -0.2 -0.2
C -10.677 -0.876 -3.128 -1.7 0.3 0.2
C -10.725 0.617 -2.810 2.2 -1.7 0.7
N -10.018 0.822 -1.522 -1.9 0.6 0.6
C -10.293 2.160 -1.062 0.2 0.5 0.1
C -9.225 2.528 -0.067 -0.1 -0.8 0.1
O -7.982 2.242 -0.687 1.1 0.2 -0.3
C -6.834 2.778 -0.044 -1.0 0.3 0.3
H -10.083 -3.148 -3.697 0.0 -0.3 -0.4
H -8.906 -2.970 -2.461 0.5 0.1 0.1
H -8.398 -2.816 -4.230 0.0 -0.3 0.4
H -11.002 -1.469 -2.273 -0.1 0.1 0.4
H -11.374 -1.120 -3.930 -0.3 0.1 -0.4
H -11.755 0.968 -2.760 0.2 0.1 0.1
H -10.120 1.090 -3.583 -0.5 0.5 -0.5
H -9.012 0.786 -1.445 0.1 -0.8 -1.3
H -11.278 2.311 -0.620 -0.2 -0.4 0.2
H -10.264 2.877 -1.883 0.2 0.3 -0.4
H -9.276 1.791 0.734 -0.4 0.4 0.7
H -9.371 3.560 0.250 0.4 0.1 0.2
H -6.802 3.824 -0.348 0.7 0.1 0.1
H -5.919 2.220 -0.244 -0.2 0.0 -0.7
H -6.930 2.741 1.041 -0.2 0.0 0.3
```
Positions in Å, forces in eV/Å.

Results
HOMO energy: -9.62 eV
relative energy (zero: lowest compared OMol25 entry of this formula, charge and spin): 362.8 kJ/mol
charge: +1

Record 2
A structure of composition C18H46AsF6MgN3O15 at a distorted geometry, computed with ωB97M-V/def2-TZVPD.

Geometry as XYZ:
```
90
Properties=species:S:1:pos:R:3:forces:R:3
Mg 6.075 1.867 1.229 0.3 0.3 0.1
N 2.868 0.643 5.121 -0.6 0.0 -0.6
O 1.683 0.292 5.030 1.5 0.2 0.0
O 3.366 1.183 6.079 -0.3 0.7 2.0
O 3.676 0.499 4.167 -0.2 -0.8 -1.9
As 1.618 -0.417 -2.144 -1.4 0.2 -0.4
F 2.958 0.595 -1.461 -0.6 -0.9 -0.2
F 1.746 -1.588 -0.795 -0.2 1.3 -1.1
F 0.326 -1.407 -2.953 1.2 1.3 1.2
F 1.492 0.812 -3.456 0.3 -1.3 1.0
F 2.767 -1.411 -3.041 -0.2 0.9 0.4
F 0.431 0.601 -1.227 1.2 -1.4 -0.8
C -4.371 3.922 -5.235 1.4 -0.4 1.0
N -5.300 4.501 -6.182 -1.1 -0.8 -1.2
O -4.901 5.466 -6.793 -0.2 0.5 0.0
O -6.361 3.915 -6.402 0.8 0.7 0.5
H -3.395 3.938 -5.720 -0.2 -0.3 -0.2
H -4.664 2.921 -4.917 -0.1 0.3 -0.2
H -4.210 4.578 -4.380 -0.5 0.1 0.0
C 1.435 -7.662 -2.389 -0.5 0.7 0.2
N 1.208 -8.397 -1.069 0.2 2.8 -1.0
O 0.617 -9.411 -1.106 -1.1 -3.1 -0.6
O 1.435 -7.791 -0.057 1.0 0.7 0.8
H 0.801 -6.779 -2.307 -0.3 -0.2 0.1
H 1.075 -8.267 -3.220 0.4 -0.1 0.3
H 2.411 -7.188 -2.502 0.3 -0.8 0.2
C -12.641 -4.476 -5.408 -0.8 0.1 0.3
O -11.540 -5.323 -5.367 1.5 -0.2 -0.7
C -10.377 -4.958 -6.124 0.2 -0.6 -0.3
C -9.145 -5.628 -5.493 0.7 -1.0 -0.2
O -7.939 -5.210 -6.098 1.2 1.2 0.3
C -6.746 -5.664 -5.398 -0.7 -0.8 -1.3
H -12.944 -3.961 -6.320 1.1 0.3 -0.6
H -12.480 -3.774 -4.591 -0.8 0.3 0.0
H -13.522 -5.114 -5.331 -0.1 0.0 1.0
H -10.093 -3.914 -6.255 -0.6 0.6 0.8
H -10.602 -5.244 -7.152 0.5 -0.5 -0.2
H -9.075 -6.709 -5.609 -1.1 -0.4 0.1
H -9.076 -5.430 -4.424 -0.5 0.3 0.2
H -5.879 -5.039 -5.610 -0.5 0.7 0.4
H -6.429 -6.601 -5.855 -0.2 -0.5 0.0
H -6.921 -5.906 -4.349 0.0 0.6 0.1
C 9.122 2.929 3.418 0.3 -0.1 2.0
O 7.882 3.514 3.099 -0.2 0.5 -1.5
C 7.849 4.897 3.441 -1.5 0.3 0.6
C 6.397 5.408 3.472 0.2 -1.5 -1.8
O 5.657 4.693 2.429 1.1 0.5 0.4
C 4.407 5.296 2.159 -0.8 -1.0 0.6
H 9.226 1.903 3.065 -0.2 0.3 -0.4
H 9.083 2.877 4.506 0.4 -0.4 0.3
H 10.008 3.537 3.234 -0.1 0.1 -0.8
H 8.386 5.596 2.799 0.6 -0.7 -0.3
H 8.135 5.041 4.483 0.8 -0.2 0.0
H 6.435 6.443 3.133 -0.3 0.2 0.7
H 5.979 5.211 4.459 -0.5 0.3 -0.2
H 3.937 4.582 1.483 -0.4 0.5 -0.2
H 4.393 6.315 1.770 0.6 0.0 -0.3
H 3.841 5.301 3.091 -0.3 0.1 0.0
C -5.553 -0.131 9.172 1.5 -0.1 -0.8
O -5.145 0.010 7.773 -0.9 0.3 2.4
C -6.190 0.665 7.127 -0.7 0.1 -1.0
C -5.731 1.800 6.234 1.5 -0.4 0.4
O -4.367 1.543 5.853 -0.6 2.4 -1.8
C -3.910 2.716 5.084 0.4 -1.1 -0.5
H -5.550 0.844 9.659 0.0 0.1 0.0
H -4.771 -0.752 9.610 -0.2 0.0 0.2
H -6.538 -0.574 9.318 0.0 -0.2 -0.3
H -6.894 1.181 7.779 -0.1 -0.4 0.6
H -6.747 -0.113 6.605 -0.2 0.1 -0.5
H -5.724 2.728 6.804 -0.1 0.2 0.1
H -6.428 1.934 5.406 0.1 -0.1 -0.4
H -4.517 3.016 4.230 -1.0 -0.4 0.2
H -2.999 2.457 4.546 0.4 -0.2 0.7
H -3.769 3.641 5.643 0.1 -0.3 0.7
C 7.404 -1.488 -0.153 -0.5 -1.0 -0.7
O 7.606 -0.135 -0.611 -0.3 -0.8 1.3
C 8.454 -0.010 -1.735 0.2 1.0 -0.1
C 8.140 1.306 -2.494 0.8 -1.7 0.1
O 7.663 2.197 -1.540 -0.1 2.2 0.0
C 7.352 3.497 -2.158 -1.5 -1.3 0.0
H 7.047 -1.599 0.871 0.0 0.9 0.1
H 8.239 -2.187 -0.204 0.8 0.7 -0.1
H 6.659 -1.989 -0.770 -0.3 0.3 -0.2
H 8.455 -0.908 -2.352 -0.2 0.1 -0.1
H 9.477 0.232 -1.447 0.2 -0.9 0.8
H 7.524 1.172 -3.383 -0.5 0.2 0.2
H 9.148 1.593 -2.793 -0.1 0.5 -0.6
H 7.645 3.569 -3.206 0.8 0.0 0.3
H 7.637 4.354 -1.548 0.3 -0.3 0.0
H 6.268 3.419 -2.248 -0.3 0.7 0.1
```
Positions in Å, forces in eV/Å.

Results
HOMO energy: -8.67 eV
relative energy (zero: lowest compared OMol25 entry of this formula, charge and spin): 1279.5 kJ/mol

Record 3
A cluster of 7 separate species, C18H46F6N3O8 in total at a distorted geometry, computed with ωB97M-V/def2-TZVPD.

Geometry as XYZ:
```
81
Properties=species:S:1:pos:R:3:forces:R:3
N 0.604 -0.447 0.053 -1.0 0.2 0.3
H 0.975 -0.961 0.840 1.1 -0.4 0.1
H -0.316 -0.214 0.399 -0.9 0.5 -0.1
H 0.482 -0.996 -0.786 0.2 -0.6 -0.3
H 1.074 0.418 -0.173 0.6 0.3 0.2
C 2.944 -3.008 6.263 -0.8 0.6 -4.1
O 1.843 -2.879 7.146 -0.1 -0.4 1.9
O 2.448 -2.952 4.918 1.9 0.5 4.0
C 4.223 -1.943 6.658 -1.6 -0.9 -1.4
F 3.947 -0.679 7.049 -0.5 0.0 0.1
F 4.954 -2.491 7.625 0.4 -0.5 1.4
F 5.100 -1.811 5.646 -0.2 0.0 -0.6
C 1.926 -3.266 8.568 -0.1 1.6 -1.0
C 0.638 -2.764 9.185 0.1 0.4 0.1
H 0.599 -3.075 10.229 -0.2 -0.1 0.1
H 0.644 -1.674 9.183 0.0 0.1 -0.1
H -0.255 -3.069 8.639 0.1 -0.3 0.1
H 2.730 -2.708 9.050 0.3 0.0 -0.1
H 2.077 -4.298 8.883 0.1 -0.5 -1.1
H 3.426 -3.968 6.449 0.4 -0.3 0.3
C -1.161 -3.823 -6.729 0.7 -1.2 4.3
O -1.196 -5.191 -7.238 0.8 1.5 -0.3
O -0.525 -3.867 -5.448 -0.9 1.0 -3.8
C -0.585 -2.935 -7.894 1.6 -1.6 3.1
F 0.128 -1.904 -7.447 0.1 1.5 0.8
F 0.308 -3.630 -8.568 0.8 -1.0 -1.6
F -1.476 -2.455 -8.706 -1.8 0.6 -1.6
C -2.382 -5.756 -7.686 1.1 -1.2 0.6
C -1.882 -7.125 -8.102 -0.1 -1.1 -0.2
H -0.899 -7.026 -8.563 -0.3 0.1 -0.6
H -1.669 -7.802 -7.275 -0.2 0.3 0.5
H -2.595 -7.688 -8.705 0.0 0.1 -0.5
H -2.844 -5.262 -8.540 -0.3 0.3 0.1
H -3.022 -5.910 -6.818 -0.8 0.4 -0.1
H -2.189 -3.515 -6.542 -0.6 0.3 -0.5
C 5.164 -0.247 -3.861 0.6 0.8 -0.3
O 4.841 -1.502 -3.409 -0.6 -1.7 0.8
H 4.929 -0.117 -4.917 0.2 0.2 -0.1
H 4.680 0.543 -3.287 -0.2 0.2 0.0
H 6.236 -0.164 -3.685 0.1 0.4 -0.3
H 4.083 -1.880 -3.861 -0.1 0.1 -0.1
C -3.601 -4.331 2.934 0.8 1.0 0.0
O -2.701 -3.299 3.388 -0.3 -0.3 0.7
H -4.603 -3.939 3.110 0.0 0.0 -0.6
H -3.264 -4.436 1.903 -1.1 -0.7 -0.3
H -3.567 -5.272 3.483 0.5 0.0 0.1
H -1.821 -3.682 3.429 0.2 0.0 0.2
C 1.957 7.084 -0.703 -0.8 1.3 0.3
C 1.799 5.832 -1.469 0.4 -0.3 0.6
C 2.146 6.033 -2.934 -1.0 -0.4 0.6
O 1.120 6.899 -3.475 0.7 -1.8 1.7
C 1.199 7.096 -4.835 -0.1 0.9 -0.9
N 2.628 4.792 -0.863 0.1 -1.0 0.4
H 1.424 7.058 0.248 0.3 -0.4 0.3
H 1.358 7.812 -1.251 0.7 0.8 -0.1
H 3.016 7.285 -0.543 -0.1 0.6 -0.1
H 0.749 5.585 -1.309 -0.1 -0.6 -0.7
H 2.210 5.041 -3.380 -0.6 -0.1 -0.6
H 3.179 6.377 -2.987 0.1 0.9 -0.3
H 0.220 7.367 -5.231 -0.2 0.1 0.3
H 1.487 6.218 -5.413 0.5 0.0 0.1
H 1.840 7.972 -4.934 0.4 -0.1 -1.0
H 3.622 4.960 -0.918 0.4 0.3 -1.1
H 2.585 4.924 0.137 -0.8 -0.3 0.5
C -5.513 2.456 1.601 1.0 0.9 0.3
C -3.995 2.210 1.552 -1.0 0.2 0.4
C -3.422 2.420 2.997 0.0 0.1 -2.0
O -2.021 2.283 2.899 1.0 0.8 1.3
C -1.416 2.477 4.205 -0.7 -1.2 0.4
N -3.791 0.891 1.025 1.0 -1.5 0.4
H -5.632 3.465 1.996 -0.6 0.0 0.1
H -5.918 1.703 2.277 -0.4 0.2 0.0
H -5.980 2.408 0.618 0.1 -0.1 0.1
H -3.482 2.856 0.840 -0.1 0.7 0.4
H -3.866 1.772 3.753 0.0 -0.6 -0.1
H -3.734 3.420 3.297 0.3 0.4 0.1
H -1.798 1.656 4.811 -0.2 0.0 0.4
H -1.665 3.403 4.723 -0.3 0.3 -0.5
H -0.338 2.357 4.316 0.1 0.1 -1.2
H -3.911 0.251 1.797 0.1 -0.5 0.0
H -4.508 0.638 0.360 -0.1 0.2 -0.2
```
Positions in Å, forces in eV/Å.

Results
HOMO energy: -3.77 eV
relative energy (zero: lowest compared OMol25 entry of this formula, charge and spin): 673.4 kJ/mol
charge: -1

no.,gap between HOMO and LUMO (eV),E_LUMO (eV)
1,5.640,-3.98
2,3.096,-5.58
3,3.944,0.17